Arrangement A

# C19H20N4O4S2

The molecule C19H20N4O4S2 (wB97M-V/def2-TZVPD, the OMol25 dataset).

Geometry as XYZ:
```
49
C19H20N4O4S2 | the OMol25 dataset | wB97M-V/def2-TZVPD
O 2.0323 -1.2121 -0.4303
C 2.6637 -1.1974 0.6087
C 3.1821 0.0041 1.2165
C 4.0993 0.1766 2.2535
C 4.2899 1.5464 2.4157
C 3.4835 2.1792 1.4883
N 2.8410 1.2524 0.7676
H 2.1316 1.4649 0.0733
H 3.3329 3.2253 1.3092
H 4.9373 2.0223 3.1249
H 4.5887 -0.5992 2.8086
C 2.9922 -2.4546 1.4163
H 2.8691 -2.2582 2.4807
H 4.0276 -2.7396 1.2247
S 2.0377 -3.9640 1.0203
C 0.4272 -3.3918 1.2287
N -0.6639 -4.0970 1.3188
N -1.6837 -3.2241 1.3433
C -1.1807 -2.0305 1.2661
C -1.8329 -0.7568 1.0658
C -1.0972 0.2368 0.4188
C -1.7001 1.4348 0.1125
C -3.0135 1.6868 0.4636
C -3.7414 0.7007 1.1163
C -3.1641 -0.5245 1.4046
H -3.7254 -1.3076 1.8888
H -4.7682 0.8870 1.3916
H -3.4435 2.6472 0.2262
S -0.7563 2.6200 -0.8525
O -1.3083 3.9236 -0.6408
O 0.6360 2.4078 -0.5486
N -0.9539 2.2441 -2.4429
C -2.1908 2.6204 -3.0848
C -3.1934 1.4663 -3.1346
C -2.5449 0.2512 -3.7950
C -1.2839 -0.1381 -3.0271
C -0.3247 1.0516 -2.9631
H 0.5334 0.8340 -2.3277
H 0.0405 1.2812 -3.9710
H -1.5569 -0.4520 -2.0178
H -0.7802 -0.9733 -3.5144
H -3.2455 -0.5853 -3.8135
H -2.2824 0.4962 -4.8267
H -3.5080 1.2047 -2.1217
H -4.0750 1.7806 -3.6951
H -2.5829 3.4739 -2.5315
H -1.9542 2.9442 -4.1051
H -0.0716 0.0646 0.1326
O 0.1764 -2.0709 1.2168
```

HOMO in eV: -8.63
SMILES string: O=C(CSc1nnc(-c2cccc(S(=O)(=O)N3CCCCC3)c2)o1)c1ccc[nH]1
Spin multiplicity: 1
Lowest unoccupied orbital energy in eV: -0.023

Arrangement B

# C19H20N4O4S2

A structure of composition C19H20N4O4S2 (wB97M-V/def2-TZVPD, the OMol25 dataset).

Geometry as XYZ:
```
49
C19H20N4O4S2 | the OMol25 dataset | wB97M-V/def2-TZVPD
C -6.9521 -0.0524 0.9690
H -6.9321 -1.0252 0.4674
O -5.7080 0.2557 1.5505
C -4.6199 0.3680 0.7457
C -3.4161 0.6746 1.3872
C -2.2516 0.8191 0.6672
C -2.2624 0.6467 -0.7153
C -3.4536 0.3442 -1.3552
C -4.6288 0.2043 -0.6354
H -5.5385 -0.0340 -1.1632
H -3.4673 0.2096 -2.4267
N -1.0738 0.8285 -1.4734
C -0.0133 -0.0120 -1.4403
O 1.0223 0.2231 -2.0341
C -0.2353 -1.3046 -0.6598
N 1.0327 -1.9747 -0.4500
S 1.7471 -1.7415 1.0304
O 2.5802 -2.8754 1.3149
O 0.7740 -1.3507 2.0114
C 2.8057 -0.3567 0.6411
C 4.1185 -0.5734 0.3367
C 4.9671 0.4778 -0.0649
C 4.5070 1.7609 -0.1794
C 3.1585 2.0134 0.1221
N 2.5159 3.1806 0.0668
S 0.9913 2.9432 0.4947
N 1.0505 1.3641 0.7808
C 2.2901 0.9407 0.5439
H 5.1399 2.5740 -0.4970
H 5.9979 0.2539 -0.2931
H 4.4932 -1.5819 0.4146
C 1.0184 -3.2896 -1.0579
C -0.4643 -3.6551 -1.1242
H -0.6768 -4.4120 -1.8764
C -1.1075 -2.3054 -1.4426
H -2.1526 -2.2464 -1.1450
H -1.0300 -2.0995 -2.5120
H -0.8014 -4.0106 -0.1498
H 1.6191 -3.9644 -0.4501
H 1.4493 -3.2200 -2.0631
H -0.6659 -1.0767 0.3196
C -0.9967 2.0506 -2.2475
H -0.0197 2.0805 -2.7272
H -1.7776 2.0690 -3.0096
H -1.1154 2.9205 -1.5973
H -1.3230 1.0488 1.1670
H -3.4244 0.7965 2.4582
H -7.6612 -0.0889 1.7943
H -7.2654 0.7184 0.2576
```

HOMO in eV: -8.58
Spin multiplicity: 1
Lowest unoccupied orbital energy in eV: -0.801

Question: which arrangement is favored energetically? Ranking from most to least stable: arrangement B, arrangement A.

Arrangement A

# C5H14NO2

A cluster of 2 separate species, C5H14NO2 in total (wB97M-V/def2-TZVPD, the OMol25 dataset).

Geometry as XYZ:
```
22
C5H14NO2 | the OMol25 dataset | wB97M-V/def2-TZVPD
C 1.2677 1.0784 1.3897
O -0.1355 0.7477 1.8190
C 1.9436 -0.0759 0.6977
C 1.5951 -0.1541 -0.7893
C 0.2385 -0.3876 -1.0767
C -0.5870 -1.1689 -0.3233
N -2.0439 -1.3985 -0.6378
H 1.0407 1.8077 0.7045
H 1.7197 1.3225 2.3432
H -0.1355 0.5141 2.8196
H 2.9768 -0.2412 0.8813
H 1.5435 -0.9868 1.0717
H 2.1215 0.6718 -1.3008
H 2.2847 -0.9701 -1.0888
H -0.1736 -0.1704 -2.0901
H -0.3207 -1.4980 0.6206
H -2.3491 -1.9664 0.2215
H -2.3946 -1.8389 -1.5033
H -2.4976 -0.4629 -0.5240
H -2.7866 1.8582 -1.0668
H -1.3348 1.9374 -1.3164
O -1.9725 1.3820 -0.8516
```

HOMO in eV: -13.13
Spin multiplicity: 1
Lowest unoccupied orbital energy in eV: -3.255
Total charge: +1

Arrangement B

# C5H14NO2

A cluster of 2 separate species, C5H14NO2 in total (wB97M-V/def2-TZVPD, the OMol25 dataset).

Geometry as XYZ:
```
22
C5H14NO2 | the OMol25 dataset | wB97M-V/def2-TZVPD
C 2.3786 0.9891 1.3766
O 3.3298 1.5162 0.4076
C 1.4434 0.0660 0.5874
C 0.5127 0.8116 -0.4300
C -0.3789 -0.1717 -1.0586
C -1.8863 0.1920 -1.1146
N -3.0140 -0.7362 -0.7387
H 1.8206 1.8039 1.8875
H 2.8778 0.4254 2.2314
H 4.1848 1.4654 0.8672
H 0.7547 -0.6075 1.1524
H 2.1204 -0.6265 -0.0400
H 1.1361 1.2865 -1.1740
H -0.1207 1.4987 0.2141
H -0.1105 -0.5745 -2.0566
H -2.0936 1.0147 -0.3619
H -3.1501 -1.6061 -1.3042
H -2.0958 0.4285 -2.1308
H -3.3697 -0.6941 0.1935
H -2.0169 -2.6827 0.2686
H -0.9824 -1.4704 0.4350
O -1.3399 -2.3284 0.7880
```

HOMO in eV: -13.95
Spin multiplicity: 1
Lowest unoccupied orbital energy in eV: -7.715
Total charge: +1

Arrangement C

# C5H14NO2

A cluster of 2 separate species, C5H14NO2 in total (wB97M-V/def2-TZVPD, the OMol25 dataset).

Geometry as XYZ:
```
22
C5H14NO2 | the OMol25 dataset | wB97M-V/def2-TZVPD
O 2.6188 -0.6052 -1.1627
C 1.9053 0.0212 -0.4379
C 0.7022 0.7861 -0.9145
C -0.5777 0.4653 -0.2037
C -0.5194 0.5640 1.3292
C -1.8757 0.7383 1.9982
N 0.5775 0.5697 -2.4094
H 2.0582 0.0064 0.6526
H 0.9630 1.8434 -0.8320
H -0.8916 -0.5721 -0.3644
H -1.4577 1.0267 -0.5329
H -0.0099 -0.3182 1.7194
H 0.1064 1.3680 1.7331
H -2.4301 1.5469 1.5309
H -1.7060 1.1446 2.9926
H -2.5302 -0.1175 2.1476
H 1.3930 0.0701 -2.7611
H -0.1669 -0.0910 -2.6291
H 0.4709 1.4502 -2.8972
H 1.0892 -3.4725 -0.0668
H -0.0730 -3.4911 0.8739
O 0.3536 -2.9335 0.2343
```

HOMO in eV: -14.68
Spin multiplicity: 1
Lowest unoccupied orbital energy in eV: -3.507
Total charge: +1

Arrangement D

# C5H14NO2

A cluster of 3 separate species, C5H14NO2 in total (wB97M-V/def2-TZVPD, the OMol25 dataset).

Geometry as XYZ:
```
22
C5H14NO2 | the OMol25 dataset | wB97M-V/def2-TZVPD
C -0.1190 2.8373 0.7736
C -1.1392 1.9281 0.0694
C -0.3911 0.8764 -0.7591
C 0.0370 1.0185 -1.9980
C -0.0499 -0.6735 1.0770
N -0.2813 -0.4513 -0.1490
H 0.5576 3.2881 0.0626
H -0.6398 3.6409 1.2998
H 0.2926 2.2633 1.5996
H -1.8694 1.4465 0.7155
H -1.7115 2.4269 -0.6934
H -0.1125 1.9970 -2.4384
H 0.5602 0.2660 -2.5583
H 0.1743 -1.7083 1.3420
H -0.0670 0.0714 1.8527
H -0.2708 -1.1971 -0.8167
H 0.8135 -4.0256 2.5110
H 2.0322 -3.1328 2.6152
O 1.0718 -3.0965 2.5118
H 1.1194 -2.4667 -2.1775
H -0.1810 -3.0098 -2.6820
O 0.1737 -2.2989 -2.1580
```

HOMO in eV: -13.95
Spin multiplicity: 1
Lowest unoccupied orbital energy in eV: -4.296
Total charge: +1

Question: which arrangement is favored energetically? Ranking from most to least stable: arrangement C, arrangement D, arrangement A, arrangement B.